Entry w
Formula: C15H23N3O4
Source: the Open Molecules 2025 dataset
Level of theory: ωB97M-V with the def2-TZVPD basis set

Output
- HOMO (eV) = -9.021
- gap between HOMO and LUMO (Ha) = 0.3424

Each atom is followed by the atoms it is bonded to, with distances in Å.
Positions of all 45 atoms, in Å:
1 H -5.37 0.13 -2.35  C7 1.068
2 H -1.99 0.95 1.31  N11 1.060
3 H -0.47 -1.05 1.26  C6 1.156
4 H 3.80 1.52 1.02  C30 1.136
5 H 3.42 -0.29 -1.43  C17 1.054
6 C -1.26 -0.74 0.48  H3 1.156, N11 1.515, C13 1.530, C28 1.635
7 C -5.32 0.05 -1.29  H1 1.068, C20 1.479, C38 1.298
8 O 0.91 2.37 -0.11  H33 0.986, C43 1.273
9 H 3.40 -0.79 1.46  C44 1.032
10 H -4.25 -0.37 2.38  C15 1.207
11 N -1.55 0.74 0.37  H2 1.060, C6 1.515, H19 1.039
12 H 6.46 -1.63 0.46  no bonds
13 C -0.66 -1.15 -0.87  C6 1.530, O29 1.275, N39 1.490
14 H -2.63 -2.58 0.22  C28 1.111
15 C -4.56 0.00 1.27  H10 1.207, C21 1.387, C26 1.360
16 O -7.13 1.59 -0.80  C20 1.387, H34 1.032
17 C 2.91 -0.70 -0.60  H5 1.054, H25 1.071, C41 1.529, C44 1.528
18 H -2.56 -2.03 1.72  C28 1.051
19 H -2.29 0.84 -0.36  N11 1.039
20 C -6.18 0.71 -0.29  C7 1.479, O16 1.387, C21 1.354
21 C -5.70 0.73 0.98  C15 1.387, C20 1.354, H37 1.095
22 H -3.77 -1.18 -1.76  C38 1.133
23 C 5.59 0.75 -0.27  H24 1.198, H27 1.197, C30 1.639, N32 1.570
24 H 5.73 1.92 -0.50  C23 1.198
25 H 2.61 -1.67 -0.97  C17 1.071
26 C -3.81 -0.72 0.39  C15 1.360, C28 1.530, C38 1.394
27 H 5.07 0.37 -1.28  C23 1.197
28 C -2.62 -1.61 0.76  C6 1.635, H14 1.111, H18 1.051, C26 1.530
29 O -1.10 -2.12 -1.57  C13 1.275
30 C 4.52 0.64 0.96  H4 1.136, C23 1.639, H40 1.067, C44 1.573
31 H 4.70 -1.43 0.63  C44 1.045
32 N 6.77 -0.26 -0.12  C23 1.570
33 H 0.09 1.93 0.22  O8 0.986
34 H -7.34 2.46 -0.29  O16 1.032
35 H 1.08 -0.16 0.58  C41 1.047
36 H 0.95 -0.92 -2.13  N39 1.029
37 H -6.25 1.21 1.80  C21 1.095
38 C -4.25 -0.59 -0.92  C7 1.298, H22 1.133, C26 1.394
39 N 0.56 -0.42 -1.32  C13 1.490, H36 1.029, C41 1.496
40 H 5.07 0.48 1.87  C30 1.067
41 C 1.59 0.01 -0.32  C17 1.529, H35 1.047, N39 1.496, C43 1.638
42 H 7.46 0.33 0.97  no bonds
43 C 1.78 1.61 -0.65  O8 1.273, C41 1.638, O45 1.255
44 C 3.91 -0.76 0.56  H9 1.032, C17 1.528, C30 1.573, H31 1.045
45 O 2.71 1.85 -1.46  C43 1.255



Entry x
Formula: C15H23N3O4
Source: the Open Molecules 2025 dataset
Level of theory: ωB97M-V with the def2-TZVPD basis set

Output
- HOMO (eV) = -8.521
- gap between HOMO and LUMO (Ha) = 0.2928

Each atom is followed by the atoms it is bonded to, with distances in Å.
Positions of all 45 atoms, in Å:
1 N -0.18 -0.13 0.71  C17 1.441, C38 1.478, H40 1.011
2 C -3.94 2.52 -1.00  O4 1.312, C9 1.409, C23 1.391
3 C -2.04 -1.61 1.80  O26 1.199, C38 1.491, O45 1.448
4 O -4.68 2.90 -2.02  C2 1.312
5 H 1.75 1.47 -1.03  N15 1.020
6 H 5.52 -1.28 -0.03  C28 1.113
7 C -3.65 0.92 0.88  C9 1.382, H19 1.031, C43 1.341
8 H 0.98 0.89 -2.41  N15 1.116
9 C -4.34 1.43 -0.20  C2 1.409, C7 1.382, H30 1.160
10 O 1.24 -2.04 1.05  C17 1.226
11 H -0.76 1.75 2.25  C36 1.177
12 C 1.76 -0.56 -0.85  N15 1.488, C17 1.608, H18 1.223, C32 1.490
13 H -0.40 -2.67 1.47  O45 0.972
14 N 5.73 -2.73 -1.57  H20 1.124, C28 1.545, H34 1.007
15 N 1.14 0.71 -1.32  H5 1.020, H8 1.116, C12 1.488
16 H 6.17 0.18 -2.65  C42 1.116
17 C 0.91 -1.03 0.43  N1 1.441, O10 1.226, C12 1.608
18 H 1.35 -1.43 -1.61  C12 1.223
19 H -4.04 0.19 1.50  C7 1.031
20 H 6.15 -2.98 -2.58  N14 1.124
21 C -2.13 2.65 0.71  C23 1.436, H29 1.128, C43 1.352
22 H 5.61 0.57 -1.10  C42 1.048
23 C -2.85 3.16 -0.43  C2 1.391, C21 1.436, H25 1.113
24 H 3.39 -1.56 -0.44  C32 1.137
25 H -2.47 4.03 -1.01  C23 1.113
26 O -3.23 -1.55 1.87  C3 1.199
27 C 4.03 -0.37 -2.22  C32 1.646, H35 1.003, H41 1.137, C42 1.525
28 C 6.08 -1.34 -0.99  H6 1.113, N14 1.545, C42 1.564, H44 1.077
29 H -1.16 3.21 0.84  C21 1.128
30 H -5.40 1.10 -0.54  C9 1.160
31 H 3.41 0.24 -0.01  C32 1.068
32 C 3.25 -0.49 -0.78  C12 1.490, H24 1.137, C27 1.646, H31 1.068
33 H -0.36 -0.81 2.63  C38 1.080
34 H 6.14 -3.39 -0.92  N14 1.007
35 H 3.71 -1.17 -2.73  C27 1.003
36 C -1.60 0.94 2.37  H11 1.177, H37 1.109, C38 1.624, C43 1.518
37 H -2.11 0.92 3.36  C36 1.109
38 C -1.04 -0.50 1.85  N1 1.478, C3 1.491, H33 1.080, C36 1.624
39 H -5.10 1.84 -2.82  no bonds
40 H -0.38 0.46 -0.09  N1 1.011
41 H 3.71 0.55 -2.81  C27 1.137
42 C 5.49 -0.16 -1.84  H16 1.116, H22 1.048, C27 1.525, C28 1.564
43 C -2.54 1.52 1.32  C7 1.341, C21 1.352, C36 1.518
44 H 7.13 -1.13 -0.88  C28 1.077
45 O -1.33 -2.87 1.68  C3 1.448, H13 0.972



Referenced to the most stable arrangement, the calculated values in kJ/mol are entry w 286.7; entry x 0.0.



Entry w
Formula: C4H5Cl
Source: the Open Molecules 2025 dataset
Level of theory: ωB97M-V with the def2-TZVPD basis set

Output
- HOMO (eV) = -9.266
- gap between HOMO and LUMO (Ha) = 0.3216

Each atom is followed by the atoms it is bonded to, with distances in Å.
Positions of all 10 atoms, in Å:
1 C -0.78 -1.28 -0.16  H2 1.054, H5 1.117, C6 1.532, H10 1.191
2 H -1.31 -1.27 0.75  C1 1.054
3 C 1.10 0.49 0.15  C6 1.445, C8 1.396
4 H 1.51 2.48 2.24  no bonds
5 H -1.61 -1.20 -0.91  C1 1.117
6 C -0.10 0.05 -0.53  C1 1.532, C3 1.445, H7 1.146, Cl9 1.757
7 H -0.68 0.94 -0.10  C6 1.146
8 C 1.46 1.50 1.04  C3 1.396
9 Cl 0.23 0.27 -2.24  C6 1.757
10 H 0.18 -1.98 -0.24  C1 1.191



Entry x
Formula: C4H5Cl
Source: the Open Molecules 2025 dataset
Level of theory: ωB97M-V with the def2-TZVPD basis set

Output
- HOMO (eV) = -8.778
- gap between HOMO and LUMO (Ha) = 0.3060

Each atom is followed by the atoms it is bonded to, with distances in Å.
Positions of all 10 atoms, in Å:
1 Cl 0.08 3.31 -0.03  C4 1.672
2 H 0.98 -1.95 0.38  C7 1.078
3 H -1.60 -0.38 -0.13  C10 1.083
4 C -0.07 1.81 0.68  Cl1 1.672, C8 1.492
5 H 0.32 0.96 -1.30  C8 1.099
6 H -0.74 -2.59 0.37  C7 1.077
7 C -0.07 -1.75 0.25  H2 1.078, H6 1.077, C10 1.323
8 C 0.31 0.69 -0.23  C4 1.492, H5 1.099, H9 1.097, C10 1.505
9 H 1.34 0.46 0.05  C8 1.097
10 C -0.53 -0.54 -0.02  H3 1.083, C7 1.323, C8 1.505



Referenced to the most stable arrangement, the calculated values in kJ/mol are entry w 305.8; entry x 0.0.



Entry w
Formula: C5H6N2O3
Source: the Open Molecules 2025 dataset
Level of theory: ωB97M-V with the def2-TZVPD basis set

Output
- HOMO (eV) = -10.801
- gap between HOMO and LUMO (Ha) = 0.3899
- SMILES string = N#CC#[N+][O-].CCOC=O

Each atom is followed by the atoms it is bonded to, with distances in Å.
Positions of all 16 atoms, in Å:
1 C 1.10 0.62 -0.67  O4 1.381, H7 1.161, C9 1.543, H11 1.138
2 H 3.03 1.08 -1.34  C9 1.059
3 C -0.09 -0.84 0.76  O4 1.319, O13 1.172, H15 1.161
4 O 0.68 0.22 0.58  C1 1.381, C3 1.319
5 N -2.43 0.10 -0.50  C12 1.187, O14 1.199
6 N -3.77 -0.20 2.83  C10 1.138
7 H 1.06 1.78 -0.75  C1 1.161
8 H 3.00 -0.64 -1.29  C9 1.126
9 C 2.60 0.29 -0.78  C1 1.543, H2 1.059, H8 1.126, H16 1.033
10 C -3.27 -0.34 1.81  N6 1.138, C12 1.354
11 H 0.53 -0.03 -1.42  C1 1.138
12 C -2.79 -0.33 0.55  N5 1.187, C10 1.354
13 O -0.46 -1.25 1.80  C3 1.172
14 O -1.90 0.57 -1.46  N5 1.199
15 H -0.38 -1.33 -0.25  C3 1.161
16 H 3.09 0.30 0.13  C9 1.033



Entry x
Formula: C5H6N2O3
Source: the Open Molecules 2025 dataset
Level of theory: ωB97M-V with the def2-TZVPD basis set

Output
- HOMO (eV) = -8.796
- gap between HOMO and LUMO (Ha) = 0.2923
- SMILES string = O=C1Cc2[nH]ncc2O1.O

Each atom is followed by the atoms it is bonded to, with distances in Å.
Positions of all 16 atoms, in Å:
1 C -0.58 0.37 -0.26  C2 1.383, C8 1.408, O15 1.759
2 C -0.23 -0.61 0.65  C1 1.383, N7 1.349, C9 1.494
3 H 0.00 0.79 -2.82  O4 0.962
4 O 0.33 0.04 -2.32  H3 0.962, H5 1.206
5 H 1.45 0.27 -1.93  O4 1.206
6 H 1.27 -0.28 2.20  C9 1.099
7 N -1.39 -1.08 1.16  C2 1.349, N11 1.336, H14 1.012
8 C -1.98 0.42 -0.25  C1 1.408, N11 1.335, H16 1.087
9 C 1.18 -0.47 1.12  C2 1.494, H6 1.099, C12 1.551, H13 1.098
10 O 2.45 0.69 -0.60  C12 1.251
11 N -2.45 -0.53 0.56  N7 1.336, C8 1.335
12 C 1.69 0.79 0.38  C9 1.551, O10 1.251, O15 1.326
13 H 1.81 -1.33 0.84  C9 1.098
14 H -1.52 -1.66 1.97  N7 1.012
15 O 0.63 1.57 0.18  C1 1.759, C12 1.326
16 H -2.66 1.02 -0.87  C8 1.087



Referenced to the most stable arrangement, the calculated values in kJ/mol are entry w 0.0; entry x 53.8.



Entry w
Formula: C4H29NO9
Source: the Open Molecules 2025 dataset
Level of theory: ωB97M-V with the def2-TZVPD basis set

Output
- HOMO (eV) = -9.999
- gap between HOMO and LUMO (Ha) = 0.3754
- SMILES string = CCCCN.O.O.O.O.O.O.O.O.O

Each atom is followed by the atoms it is bonded to, with distances in Å.
Positions of all 43 atoms, in Å:
1 H -1.05 3.42 -1.11  O29 0.917
2 H 3.92 0.14 -0.77  O22 0.975
3 H -1.51 -3.11 -1.59  O11 0.990
4 H -3.71 -0.51 2.59  C6 1.190
5 H -4.32 0.16 0.44  C33 1.110
6 C -2.75 -0.40 1.89  H4 1.190, H16 1.057, C17 1.592, C33 1.539
7 H 1.31 -0.83 -0.64  O25 0.988
8 H 1.62 0.09 -3.36  O13 0.946
9 H 4.41 0.30 0.69  O22 1.008
10 H 3.20 2.31 -1.19  O30 0.918
11 O -2.36 -2.94 -2.06  H3 0.990, H15 0.898
12 O -0.24 -2.86 -0.20  H19 0.972, H24 1.008
13 O 1.21 -0.38 -4.07  H8 0.946, H35 0.963
14 H 0.27 1.05 2.97  C23 1.196
15 H -2.17 -2.38 -2.73  O11 0.898
16 H -2.41 -1.33 1.53  C6 1.057
17 C -1.68 0.22 2.89  C6 1.592, C23 1.580, H36 1.141, H39 1.067
18 H -0.84 0.22 0.32  N20 0.976
19 H -0.92 -3.43 0.19  O12 0.972
20 N -0.03 0.36 0.86  H18 0.976, C23 1.546, H42 1.009
21 H -2.76 0.65 -0.15  C33 1.131
22 O 3.91 -0.33 0.08  H2 0.975, H9 1.008
23 C -0.58 1.05 2.13  H14 1.196, C17 1.580, N20 1.546, H41 0.997
24 H 0.25 -2.52 0.61  O12 1.008
25 O 0.96 -0.78 -1.56  H7 0.988, H31 1.028
26 H -3.47 1.55 1.22  C33 1.108
27 O 1.28 1.64 -2.17  H34 0.978, H40 1.032
28 H 2.38 -2.31 1.32  O43 0.904
29 O -0.61 2.73 -0.70  H1 0.917, H32 0.947
30 O 3.51 2.36 -0.32  H10 0.918, H38 0.889
31 H 0.01 -1.18 -1.53  O25 1.028
32 H 0.23 2.73 -1.15  O29 0.947
33 C -3.34 0.53 0.81  H5 1.110, C6 1.539, H21 1.131, H26 1.108
34 H 0.94 1.60 -3.08  O27 0.978
35 H 1.56 -1.26 -3.92  O13 0.963
36 H -1.32 -0.67 3.50  C17 1.141
37 H 1.62 -1.23 1.91  O43 0.939
38 H 3.03 2.78 0.30  O30 0.889
39 H -2.24 0.89 3.51  C17 1.067
40 H 1.06 0.68 -1.85  O27 1.032
41 H -0.75 2.02 1.99  C23 0.997
42 H 0.47 1.06 0.34  N20 1.009
43 O 1.91 -2.11 2.07  H28 0.904, H37 0.939



Entry x
Formula: C4H29NO9
Source: the Open Molecules 2025 dataset
Level of theory: ωB97M-V with the def2-TZVPD basis set

Output
- HOMO (eV) = -9.314
- gap between HOMO and LUMO (Ha) = 0.3504
- SMILES string = CC[C@H](C)N.O.O.O.O.O.O.O.O.O

Each atom is followed by the atoms it is bonded to, with distances in Å.
Positions of all 43 atoms, in Å:
1 H 4.32 -1.64 -0.28  O24 0.992
2 H 3.68 -1.11 2.57  O21 0.950
3 H 0.43 -3.50 0.04  O30 0.941
4 H 3.97 2.72 3.02  O10 0.961
5 H -2.48 3.49 -0.94  C12 1.047
6 H 0.67 -0.81 3.33  O19 1.040
7 H -0.60 -3.05 -3.56  O8 0.925
8 O -0.81 -2.16 -3.70  H7 0.925, H14 0.989
9 C -2.59 2.47 -2.76  C12 1.544, H17 1.121, H25 1.193, H32 1.143
10 O 3.02 2.58 2.96  H4 0.961, H29 0.952
11 O 2.69 -4.09 -0.72  H26 0.971, H43 0.946
12 C -2.81 2.54 -1.23  H5 1.047, C9 1.544, H13 1.240, C40 1.512
13 H -4.01 2.53 -0.92  C12 1.240
14 H -1.46 -2.22 -4.45  O8 0.989
15 O 1.04 0.27 1.26  H34 1.019, H35 0.901
16 H 2.82 0.08 1.92  O21 0.889
17 H -3.00 3.37 -3.28  C9 1.121
18 H -1.50 1.92 1.58  N41 0.956
19 O -0.16 -1.22 3.82  H6 1.040, H38 0.940
20 H 2.91 -1.18 0.21  O24 0.939
21 O 3.25 -0.26 2.62  H2 0.950, H16 0.889
22 H -1.58 0.81 -1.08  C40 1.172
23 H -0.71 -4.20 -0.65  O30 0.989
24 O 3.65 -1.72 0.45  H1 0.992, H20 0.939
25 H -1.41 2.40 -2.95  C9 1.193
26 H 3.05 -3.63 0.07  O11 0.971
27 H -3.46 -0.37 -1.03  C37 1.125
28 H -2.93 -0.18 0.69  C37 1.030
29 H 2.87 1.67 3.21  O10 0.952
30 O -0.41 -3.89 0.24  H3 0.941, H23 0.989
31 O 1.33 0.77 -1.19  H33 0.919, H39 0.828
32 H -3.11 1.50 -3.06  C9 1.143
33 H 1.24 0.75 -2.11  O31 0.919
34 H 0.05 0.09 1.16  O15 1.019
35 H 1.12 1.17 1.31  O15 0.901
36 H -4.40 0.56 0.07  C37 1.078
37 C -3.37 0.28 -0.12  H27 1.125, H28 1.030, H36 1.078, C40 1.575
38 H -0.36 -1.03 4.72  O19 0.940
39 H 1.17 1.34 -0.62  O31 0.828
40 C -2.30 1.41 -0.37  C12 1.512, H22 1.172, C37 1.575, N41 1.479
41 N -1.37 1.98 0.63  H18 0.956, C40 1.479, H42 0.985
42 H -1.34 2.93 0.39  N41 0.985
43 H 2.92 -3.34 -1.26  O11 0.946



Referenced to the most stable arrangement, the calculated values in kJ/mol are entry w 0.0; entry x 203.9.